--- one ---
Formula: C9H14O
Source: OMol25
Level of theory: ωB97M-V/def2-TZVPD

The value obtained for the gap between HOMO and LUMO is 9.05 eV. The charge is 0. For the LUMO energy, the calculation gives 0.9 eV. As for the SMILES: Cc1ccc(O)cc1.CC.

Structure (XYZ):
```
24
C9H14O (ωB97M-V/def2-TZVPD)
C 0.177 3.444 0.117
C -0.130 2.295 -0.808
H -0.025 3.131 1.177
H 1.202 3.684 -0.003
H -0.496 4.283 -0.073
H -0.686 1.481 -0.337
H 0.668 1.806 -1.291
H -0.753 2.544 -1.652
C 2.301 -0.547 0.015
C 0.013 -0.436 1.019
C 0.862 -0.928 0.065
C -1.318 -0.895 1.126
C 0.450 -2.165 -0.633
C -1.711 -2.009 0.423
C -0.728 -2.784 -0.261
O -3.050 -2.243 0.436
H 0.312 0.352 1.674
H -1.996 -0.124 1.499
H 2.363 0.279 -0.721
H 2.857 -1.364 -0.504
H 1.122 -2.523 -1.423
H -0.976 -3.729 -0.762
H -3.142 -3.092 -0.116
H 2.682 -0.462 1.029
```

Here are the Löwdin charges for atoms 1 to 4, given in e: -0.1467 -0.1749 0.0759 0.0472

***

--- two ---
Formula: C9H14O
Source: OMol25
Level of theory: ωB97M-V/def2-TZVPD

The value obtained for the gap between HOMO and LUMO is 9.24 eV. The charge is 0. For the LUMO energy, the calculation gives 0.9 eV. As for the SMILES: Cc1ccc(O)cc1.CC.

Structure (XYZ):
```
24
C9H14O (ωB97M-V/def2-TZVPD)
C -2.425 1.705 -1.795
C -2.233 1.851 -0.272
H -2.597 2.615 -2.356
H -1.450 1.319 -2.093
H -3.217 0.981 -1.986
H -1.629 2.717 -0.004
H -3.217 1.774 0.203
H -1.747 1.046 0.219
C 3.026 0.899 -0.480
C -0.265 -1.080 -0.720
C 0.857 -0.324 -0.986
C -0.335 -1.292 0.656
C 1.690 0.287 -0.043
C 0.489 -0.854 1.682
C 1.517 0.003 1.302
O -1.377 -2.060 1.215
H -0.992 -1.309 -1.473
H 1.035 0.147 -1.961
H -1.977 -2.318 0.510
H 0.338 -1.206 2.694
H 3.807 0.418 0.079
H 3.068 1.969 -0.261
H 2.076 0.592 2.034
H 3.316 0.790 -1.526
```

Here are the Löwdin charges for atoms 1 to 4, given in e: -0.1491 -0.1534 0.0578 0.0399

***

--- three ---
Formula: C9H14O
Source: OMol25
Level of theory: ωB97M-V/def2-TZVPD

The value obtained for the gap between HOMO and LUMO is 9.20 eV. The charge is 0. For the LUMO energy, the calculation gives 0.9 eV. As for the SMILES: Cc1ccc(O)cc1.CC.

Structure (XYZ):
```
24
C9H14O (ωB97M-V/def2-TZVPD)
C -0.485 2.790 1.837
C -0.112 -0.940 1.360
C -1.418 -1.222 0.928
C 0.131 0.387 1.675
C -0.789 1.407 1.359
C -2.261 -0.241 0.456
C -1.940 1.111 0.652
O -1.691 -2.567 0.765
H 0.654 -1.692 1.453
H 1.046 0.748 2.123
H -3.193 -0.554 0.001
H -2.583 -2.648 0.416
H -0.707 3.533 1.052
H 0.532 3.085 2.089
H -2.589 1.886 0.271
H -1.167 3.069 2.644
C 1.796 -1.137 -3.096
C 2.294 -0.913 -1.655
H 1.047 -1.929 -3.214
H 1.371 -0.191 -3.415
H 2.571 -1.568 -3.730
H 2.212 -1.804 -1.039
H 1.915 0.043 -1.297
H 3.364 -0.655 -1.635
```

Here are the Löwdin charges for atoms 1 to 4, given in e: -0.0727 -0.0090 -0.3184 -0.0439

***

--- four ---
Formula: C9H14O
Source: OMol25
Level of theory: ωB97M-V/def2-TZVPD

The value obtained for the gap between HOMO and LUMO is 9.84 eV. The charge is 0. For the LUMO energy, the calculation gives 0.9 eV. As for the SMILES: Cc1ccc(O)cc1.CC.

Structure (XYZ):
```
24
C9H14O (ωB97M-V/def2-TZVPD)
C 0.266 1.236 4.331
C -0.291 2.219 3.398
H 0.813 1.747 5.099
H -0.469 0.495 4.689
H 1.018 0.681 3.661
H -1.268 2.520 3.846
H -0.477 1.701 2.584
H 0.362 3.126 3.265
C -0.226 2.155 -0.314
C 0.093 -1.845 -1.623
C -0.593 -0.816 -2.389
C 0.584 -1.606 -0.364
C -0.621 0.424 -1.968
C 0.438 -0.328 0.135
C 0.018 0.686 -0.703
O 0.240 -3.138 -2.286
H -0.943 -1.035 -3.450
H 0.925 -2.800 -2.779
H 1.038 -2.517 0.249
H -1.177 1.126 -2.577
H 0.703 -0.313 1.229
H -1.220 2.467 -0.167
H 0.211 2.869 -0.944
H 0.555 2.280 0.564
```

Here are the Löwdin charges for atoms 1 to 4, given in e: -0.1915 -0.2027 0.0558 0.0789

***

If you had to bet on the most stable structure above, which would it be? Bet on three.